ORCA calculation (the ωB97M-V functional and the def2-TZVPD basis) on 7 unconnected molecules or ions with the total composition C26H28Br6F32O4 in a non-equilibrium geometry.

Output
SMILES	FC(F)C(F)(F)COC(F)(F)C(F)F.FC(F)C(F)(F)COC(F)(F)C(F)F.FC(F)C(F)(F)COC(F)(F)C(F)F.FC(F)C(F)(F)COC(F)(F)C(F)F.BrCCBr.BrCCBr.BrCCBr
calculated total energy	-542820.9130	eV

Structure (ORCA input):
```
! wB97M-V def2-TZVPD RIJCOSX def2/J DEFGRID3
* xyz 0 1
Br -2.8898 2.9922 2.0722
C -2.3240 4.7481 2.6316
C -1.4001 5.3084 1.6284
Br -0.8639 7.1127 2.1040
H -1.7183 4.6096 3.5298
H -3.2161 5.3595 2.8461
H -1.7715 5.3557 0.6249
H -0.5882 4.6457 1.5065
Br 2.5969 3.2093 -2.7080
C 0.9961 4.2881 -2.5226
C 1.3683 5.6828 -2.2742
Br -0.2832 6.7919 -2.4718
H 0.3172 3.8331 -1.7699
H 0.4769 4.1687 -3.4889
H 2.0569 6.0802 -2.9976
H 1.6895 5.9736 -1.2889
Br 1.6643 0.6693 2.1792
C 1.0445 0.8744 0.2254
C -0.4292 1.0371 0.2493
Br -1.0038 1.0949 -1.6823
H 1.3416 -0.0142 -0.2829
H 1.5840 1.7275 -0.2219
H -0.7880 1.9745 0.6805
H -0.9797 0.2015 0.7242
C -1.2101 -3.9613 4.5913
C -1.0590 -5.4243 4.2387
C -2.0109 -5.8275 3.1289
F -1.9937 -7.1576 2.9534
F -3.2548 -5.5275 3.6591
F 0.2378 -5.7210 3.8163
F -1.2378 -6.2076 5.3470
O -1.5505 -3.2630 3.3888
C -0.8778 -2.1191 3.1286
C -1.3856 -0.9860 4.0728
F -2.7911 -0.9891 4.0089
F -0.9473 -1.1566 5.3227
F 0.4672 -2.2376 3.2485
F -1.0977 -1.8329 1.7955
H -0.3016 -3.6202 5.0256
H -2.0262 -3.9138 5.2556
H -1.9938 -5.3352 2.1239
H -1.0578 -0.1032 3.6453
C 2.6882 6.4970 1.6061
C 2.6343 4.9992 1.4723
C 3.8516 4.4287 0.6458
F 5.0037 4.6414 1.4013
F 3.6947 3.1243 0.5200
F 2.5705 4.4504 2.7296
F 1.4579 4.6380 0.7719
O 2.4352 7.1269 0.3568
C 3.1420 8.2733 0.0915
C 2.8947 8.7162 -1.3232
F 3.5965 9.8335 -1.5885
F 3.4108 7.7354 -2.1470
F 2.6858 9.2533 0.9146
F 4.4401 8.1783 0.3537
H 3.6766 6.6941 2.0656
H 2.0119 6.7416 2.4305
H 3.9670 4.8781 -0.3518
H 1.8028 8.7708 -1.6149
C -4.8220 -3.9291 -3.6394
C -4.5772 -5.0772 -4.6236
C -5.1527 -4.8997 -6.0439
F -4.4201 -4.0124 -6.6915
F -5.1254 -6.0565 -6.7947
F -3.2434 -5.3191 -4.8051
F -5.1662 -6.2440 -4.2093
O -3.6619 -3.8985 -2.7310
C -2.8708 -2.7704 -2.9032
C -1.8228 -2.7071 -1.8293
F -2.3858 -2.5720 -0.6300
F -1.0310 -3.9131 -1.8902
F -2.2086 -2.7508 -4.0258
F -3.5770 -1.5906 -2.9144
H -5.6574 -4.1902 -3.0498
H -5.0153 -2.9537 -4.1185
H -6.2189 -4.6877 -6.0597
H -1.2159 -1.8338 -1.9939
C 2.3776 -3.0122 0.2698
C 3.1834 -2.3160 -0.7743
C 4.0123 -3.1845 -1.7959
F 4.7728 -2.3512 -2.4667
F 4.8945 -4.0363 -1.1401
F 2.4520 -1.5242 -1.6124
F 4.0258 -1.5257 -0.1085
O 1.6644 -4.1322 -0.3694
C 0.9916 -4.9605 0.4338
C 0.3957 -6.1243 -0.3010
F 1.4369 -6.9017 -0.7067
F -0.3158 -6.8708 0.5692
F 1.8376 -5.3750 1.4183
F -0.0460 -4.3047 1.0578
H 1.6638 -2.2584 0.6277
H 2.9886 -3.4033 1.1385
H 3.2989 -3.7491 -2.4816
H -0.2153 -5.8859 -1.1828
*
```